# 1
Computed, not measured: a 2-piece molecular cluster, CH4O2S overall, with wB97M-V/def2-TZVPD.

```
8
CH4O2S (wB97M-V/def2-TZVPD)
S -0.28 1.52 -3.03
H 0.89 1.91 -2.50
H -0.34 0.27 -2.56
O 0.23 -0.78 0.09
C -0.10 -0.57 1.20
O -0.01 -1.52 2.16
H -0.56 0.35 1.59
H 0.16 -1.18 3.05
```

Values from the calculation:
Molecular weight = 80.11 Da
Kohn-Sham gap = 9.991 eV
E_tot = -589.15344 a.u.
Structure (SMILES) = O=CO.S
Total charge = 0
Energy relative to the best compared isomer or geometry (same formula, charge and spin) = 0.394 eV

Atomic partial charges in e from the Löwdin method, atoms 1 to 6:
1. S 0.465
2. H -0.227
3. H -0.239
4. O 0.087
5. C -0.393
6. O 0.060

# 2
Computed, not measured: a 3-piece molecular cluster, C15H17BFN2O5 overall, with wB97M-V/def2-TZVPD.

```
41
C15H17BFN2O5 (wB97M-V/def2-TZVPD)
C 2.20 0.43 -2.55
B 1.44 1.89 -2.48
C -0.06 1.73 -3.15
C -1.03 0.73 -2.40
O -1.55 -0.20 -3.07
F -1.40 0.80 -1.03
H 2.09 -0.15 -1.57
H 1.72 -0.19 -3.40
H 3.31 0.55 -2.76
H 1.44 2.41 -1.41
H 2.06 2.62 -3.22
H 0.09 1.33 -4.22
H -0.58 2.74 -3.26
C -0.77 -2.01 -0.32
C -0.23 -3.03 0.47
C -0.74 -4.32 0.38
C -1.79 -4.58 -0.50
C -2.33 -3.57 -1.29
C -1.82 -2.28 -1.19
N -2.31 -5.94 -0.62
O -1.82 -6.81 0.10
O -3.21 -6.15 -1.42
H -0.36 -1.01 -0.25
H 0.59 -2.81 1.14
H -0.31 -5.10 0.99
H -3.15 -3.76 -1.97
H -2.24 -1.48 -1.79
C 0.00 4.46 2.84
C 1.29 4.30 3.33
C 1.86 3.03 3.39
C 1.12 1.93 2.95
C -0.18 2.09 2.47
C -0.74 3.36 2.42
N 1.72 0.60 2.99
O 2.85 0.49 3.43
O 1.05 -0.34 2.57
H -0.44 5.45 2.79
H 1.86 5.16 3.66
H 2.87 2.91 3.77
H -0.76 1.24 2.13
H -1.75 3.49 2.04
```

Values from the calculation:
Molecular weight = 335.12 Da
Kohn-Sham gap = 6.827 eV
E_tot = -1192.06118 a.u.
Total charge = -1

Atomic partial charges in e from the Löwdin method, atoms 1 to 6:
1. C -0.185
2. B -0.607
3. C -0.155
4. C -0.318
5. O 0.003
6. F -0.002

# 3
Computed, not measured: a 8-piece molecular cluster, C3H18N2O7 overall, with wB97M-V/def2-TZVPD.

```
30
C3H18N2O7 (wB97M-V/def2-TZVPD)
C 1.73 1.90 -0.87
C 0.74 1.46 -1.71
N 0.62 0.15 -1.62
C 1.63 -0.30 -0.72
N 2.25 0.81 -0.20
H 2.24 2.85 -0.86
H -0.10 1.99 -2.27
H -0.09 -0.59 -1.89
H 1.68 -1.32 -0.31
H -1.58 -1.05 0.10
H -2.76 -2.06 0.50
O -2.49 -1.37 -0.09
H 3.30 -1.18 1.19
H 2.71 -1.78 2.47
O 2.57 -1.70 1.54
H 2.14 2.04 2.61
H 3.00 1.19 1.60
O 2.45 1.18 2.39
H 0.59 -0.14 2.06
H -0.46 -0.93 2.83
O -0.33 -0.44 2.03
H -2.01 -1.69 -2.36
H -1.16 -2.97 -2.44
O -1.16 -2.04 -2.26
H -2.23 1.25 1.60
H -1.02 1.34 0.64
O -1.84 1.78 0.90
H -2.84 0.99 -1.53
H -3.98 -0.02 -1.38
O -3.61 0.66 -1.97
```

Values from the calculation:
Molecular weight = 194.18 Da
Kohn-Sham gap = 8.960 eV
E_tot = -761.27735 a.u.
Structure (SMILES) = c1c[nH]cn1.O.O.O.O.O.O.O
Total charge = 0
Energy relative to the best compared isomer or geometry (same formula, charge and spin) = 0.137 eV

Atomic partial charges in e from the Löwdin method, atoms 1 to 6:
1. C -0.157
2. C -0.177
3. N 0.046
4. C -0.120
5. N -0.001
6. H 0.101

# 4
Computed, not measured: C12H11ClN4O3S in the gas phase, with wB97M-V/def2-TZVPD.

```
32
C12H11ClN4O3S (wB97M-V/def2-TZVPD)
C 3.81 4.63 -2.17
C 3.32 3.21 -2.29
O 3.99 2.30 -2.72
N 2.03 3.07 -1.84
C 1.23 1.93 -1.78
C -0.05 2.06 -1.25
C -0.88 0.97 -1.15
C -0.42 -0.26 -1.58
C 0.84 -0.41 -2.12
C 1.68 0.68 -2.22
H 2.67 0.58 -2.63
H 1.15 -1.39 -2.46
S -1.46 -1.69 -1.41
O -1.23 -2.62 -2.48
O -2.80 -1.33 -1.08
N -0.76 -2.50 -0.06
C -0.81 -1.96 1.19
N -0.98 -0.65 1.26
N -1.02 -0.04 2.40
C -0.88 -0.71 3.52
C -0.69 -2.10 3.56
C -0.65 -2.75 2.35
H -0.50 -3.82 2.28
H -0.58 -2.62 4.50
Cl -0.95 0.19 4.98
H -0.68 -3.50 -0.15
H -1.87 1.03 -0.73
H -0.40 3.03 -0.91
H 1.58 3.91 -1.49
H 3.18 5.30 -2.75
H 4.83 4.69 -2.53
H 3.79 4.95 -1.13
```

Values from the calculation:
Molecular weight = 326.76 Da
Kohn-Sham gap = 9.040 eV
E_tot = -1766.99515 a.u.
Structure (SMILES) = CC(=O)Nc1ccc(S(=O)(=O)Nc2ccc(Cl)nn2)cc1
Total charge = 0
Energy relative to the best compared isomer or geometry (same formula, charge and spin) = 0.000 eV

Atomic partial charges in e from the Löwdin method, atoms 1 to 6:
1. C 0.000
2. C -0.506
3. O 0.078
4. N 0.118
5. C -0.205
6. C -0.003

# 5
Computed, not measured: a 13-piece molecular cluster, C27H83N13O13 overall, with wB97M-V/def2-TZVPD.

```
136
C27H83N13O13 (wB97M-V/def2-TZVPD)
C 10.72 -28.08 13.94
C 10.28 -29.30 13.15
O 10.58 -29.21 11.76
H 10.73 -28.25 15.01
H 9.97 -27.31 13.73
H 11.73 -27.73 13.72
H 9.21 -29.47 13.29
H 10.82 -30.18 13.51
H 10.18 -28.39 11.44
C 18.62 -24.90 17.65
C 18.55 -23.77 16.63
O 18.79 -24.27 15.31
H 18.48 -24.52 18.66
H 19.58 -25.41 17.60
H 17.80 -25.61 17.49
H 19.36 -23.07 16.85
H 17.60 -23.24 16.71
H 18.31 -25.11 15.25
C 14.85 -21.63 17.03
C 13.34 -21.84 16.83
O 12.72 -22.08 18.09
H 15.13 -20.58 16.92
H 15.36 -22.18 16.24
H 15.08 -21.98 18.03
H 13.19 -22.71 16.19
H 12.87 -20.98 16.33
H 12.06 -22.79 18.00
C 11.89 -31.16 16.41
C 13.00 -30.16 16.14
O 12.61 -28.90 16.68
H 11.93 -31.48 17.45
H 12.00 -32.03 15.76
H 10.90 -30.71 16.28
H 13.15 -30.05 15.06
H 13.92 -30.48 16.63
H 13.38 -28.48 17.10
C 14.31 -25.13 15.91
C 14.52 -26.39 15.11
O 15.15 -26.10 13.87
H 13.49 -24.60 15.42
H 15.20 -24.51 16.03
H 13.96 -25.29 16.93
H 13.57 -26.87 14.86
H 15.06 -27.19 15.63
H 16.08 -26.35 13.88
C 10.33 -25.13 17.45
O 10.56 -23.97 17.81
N 11.27 -26.04 17.11
N 9.05 -25.60 17.33
H 11.10 -27.02 16.91
H 12.25 -25.88 17.30
H 8.93 -26.60 17.43
H 8.33 -24.97 17.63
C 15.81 -28.42 18.70
O 14.65 -28.09 18.53
N 16.75 -28.56 17.71
N 16.26 -28.77 19.94
H 16.61 -28.15 16.80
H 17.64 -28.95 17.95
H 15.63 -28.76 20.72
H 17.17 -29.14 20.14
C 9.35 -23.28 13.71
O 9.02 -24.15 12.93
N 8.71 -22.07 13.76
N 10.37 -23.44 14.61
H 7.99 -21.89 13.08
H 8.89 -21.39 14.48
H 10.49 -22.79 15.36
H 10.90 -24.29 14.52
C 18.49 -27.84 14.36
O 17.63 -27.03 14.70
N 19.81 -27.49 14.39
N 18.23 -29.08 13.85
H 20.57 -28.05 14.04
H 20.00 -26.53 14.63
H 18.96 -29.59 13.41
H 17.29 -29.43 13.76
C 14.93 -22.19 13.22
O 15.15 -21.05 13.61
N 15.88 -23.17 13.13
N 13.67 -22.58 12.80
H 16.76 -23.05 13.60
H 15.53 -24.09 12.91
H 13.45 -23.46 12.37
H 12.95 -21.89 12.93
C 15.40 -24.64 19.83
C 15.17 -24.42 21.30
C 13.78 -23.82 21.53
O 12.80 -24.71 21.07
C 11.55 -24.06 20.87
N 15.33 -25.71 22.01
H 14.63 -25.27 19.39
H 16.32 -25.19 19.65
H 15.45 -23.69 19.28
H 15.83 -23.67 21.75
H 13.72 -22.88 20.97
H 13.61 -23.58 22.59
H 10.83 -24.88 20.86
H 11.50 -23.47 19.97
H 11.31 -23.50 21.78
H 14.60 -26.31 21.64
H 15.06 -25.55 22.98
C 15.20 -24.84 8.46
C 15.32 -24.64 9.98
C 14.38 -25.57 10.71
O 13.01 -25.25 10.52
C 12.21 -26.26 11.10
N 16.69 -24.95 10.45
H 15.63 -24.02 7.90
H 14.13 -24.87 8.18
H 15.56 -25.84 8.19
H 15.16 -23.58 10.19
H 14.53 -25.53 11.79
H 14.64 -26.57 10.31
H 12.64 -27.24 10.92
H 11.20 -26.13 10.71
H 12.11 -26.06 12.17
H 17.32 -24.19 10.19
H 17.05 -25.68 9.84
C 14.82 -32.54 9.34
C 15.20 -31.29 10.13
C 15.48 -31.55 11.60
O 15.51 -30.36 12.38
C 14.47 -29.40 12.18
N 16.30 -30.64 9.40
H 14.25 -32.34 8.44
H 14.15 -33.14 9.98
H 15.65 -33.23 9.16
H 14.29 -30.69 10.04
H 16.44 -32.02 11.78
H 14.62 -32.15 11.94
H 14.58 -28.96 11.20
H 14.63 -28.66 12.97
H 13.49 -29.84 12.40
H 16.96 -31.34 9.08
H 16.81 -29.95 9.95
```

Values from the calculation:
Molecular weight = 798.04 Da
Kohn-Sham gap = 9.160 eV
E_tot = -2768.60373 a.u.
Total charge = 0
Energy relative to the best compared isomer or geometry (same formula, charge and spin) = 0.000 eV

Atomic partial charges in e from the Löwdin method, atoms 1 to 6:
1. C -0.081
2. C -0.305
3. O -0.086
4. H 0.047
5. H 0.081
6. H 0.052

# 6
Computed, not measured: C23H41N2O2P2Y as an isolated structure, with wB97M-V/def2-TZVPD.

```
71
C23H41N2O2P2Y (wB97M-V/def2-TZVPD)
Y -0.01 0.30 0.40
P 2.47 -1.11 0.47
C 2.32 -1.28 -1.39
C 0.99 -1.62 -2.03
N -0.15 -1.05 -1.55
C -1.29 -1.22 -2.29
C -1.37 -2.11 -3.36
C -0.19 -2.69 -3.83
C 1.01 -2.41 -3.18
C -2.56 -0.51 -1.91
P -2.43 1.01 -0.84
H 1.98 -2.78 -3.54
H -2.36 -2.33 -3.78
H -0.21 -3.35 -4.71
H -3.08 -0.22 -2.84
H -3.20 -1.23 -1.37
H 2.66 -0.27 -1.76
H 3.05 -2.06 -1.66
H 1.02 3.85 -2.04
O 1.42 2.99 -2.31
H 2.21 3.20 -2.86
H -0.91 4.37 0.07
O -0.58 4.43 -0.87
H -0.88 5.34 -1.08
C -2.72 2.23 -2.18
H -3.75 2.10 -2.56
H -2.55 3.24 -1.78
H -1.97 2.02 -2.95
C -4.13 1.03 -0.16
H -4.20 1.92 0.48
H -4.89 1.08 -0.96
H -4.28 0.14 0.47
C 2.82 -2.82 0.91
H 3.79 -3.11 0.50
H 2.84 -2.88 2.00
H 2.02 -3.45 0.53
C 4.23 -0.56 0.59
H 4.39 -0.23 1.63
H 4.92 -1.39 0.36
H 4.38 0.29 -0.09
C -0.32 0.78 6.99
C -0.22 1.05 5.52
C 0.24 2.28 5.03
C 0.24 2.58 3.66
C 0.72 3.92 3.17
C -0.27 1.64 2.75
C -0.60 0.31 3.20
C -0.61 0.07 4.60
N -0.84 -0.67 2.21
C -1.46 -1.97 2.58
C -0.48 -2.84 3.36
C -2.78 -1.75 3.32
C -1.81 -2.72 1.30
H 0.65 0.95 7.49
H -1.05 1.44 7.47
H -0.62 -0.25 7.18
H 0.59 3.02 5.75
H 0.07 4.74 3.52
H 1.73 4.14 3.54
H 0.76 3.95 2.06
H -0.58 1.99 1.72
H -0.93 -0.89 5.02
H -0.96 -3.80 3.62
H 0.41 -3.06 2.75
H -0.13 -2.37 4.27
H -3.45 -1.12 2.71
H -3.28 -2.71 3.49
H -2.65 -1.26 4.28
H -2.57 -2.18 0.71
H -0.94 -2.92 0.66
H -2.26 -3.70 1.56
```

Values from the calculation:
Molecular weight = 528.45 Da
Kohn-Sham gap = 6.696 eV
E_tot = -1881.59703 a.u.
Total charge = +2

Atomic partial charges in e from the Löwdin method, atoms 1 to 6:
1. Y 1.350
2. P 0.814
3. C -0.306
4. C -0.306
5. N -0.015
6. C -0.306

# 7
Computed, not measured: C15H6F5N4PmS3 as an isolated structure, with wB97M-V/def2-TZVPD.

```
34
C15H6F5N4PmS3 (wB97M-V/def2-TZVPD)
Pm 9.87 12.89 3.76
S 11.62 14.39 2.44
C 11.90 15.08 4.06
C 13.28 15.57 4.32
N 14.32 15.98 4.61
C 11.02 15.52 4.97
S 9.28 15.17 4.85
C 11.43 16.46 5.95
N 11.75 17.41 6.55
F 3.27 12.47 4.37
C 4.39 11.92 3.97
C 4.68 10.59 3.93
F 3.60 9.80 4.09
C 5.91 10.09 3.76
F 5.82 8.78 3.69
C 7.05 10.89 3.66
S 8.61 10.19 3.49
C 6.62 12.20 3.73
F 7.66 13.05 3.58
C 5.46 12.76 3.90
F 5.15 14.12 4.00
N 14.46 8.30 4.32
C 13.58 9.33 4.37
C 13.85 10.56 3.76
C 12.98 11.68 3.90
N 11.74 11.45 4.50
C 11.42 10.24 4.96
C 12.32 9.14 4.97
H 15.27 8.50 3.77
H 14.70 7.85 5.22
H 14.82 10.74 3.33
H 13.26 12.72 3.61
H 10.42 10.02 5.37
H 12.01 8.20 5.29
```

Values from the calculation:
Molecular weight = 578.43 Da
2S+1 = 5
<S²> = 6.01
Kohn-Sham gap (spin up / spin down) = 7.842 / 7.997 eV
E_tot = -3096.44440 a.u.
Total charge = 0

Atomic partial charges in e from the Löwdin method, atoms 1 to 6:
1. Pm 1.277
2. S 0.505
3. C -0.776
4. C -0.267
5. N 0.171
6. C -0.767

# 8
Computed, not measured: C18H9Cl4NO2ReSe as an isolated structure, with wB97M-V/def2-TZVPD.

```
36
C18H9Cl4NO2ReSe (wB97M-V/def2-TZVPD)
Re 0.07 -0.80 0.42
Cl -2.24 -7.09 2.42
C -1.67 -5.45 2.44
C -1.49 -4.79 3.64
Cl -1.82 -5.60 5.14
C -1.02 -3.47 3.63
Cl -0.78 -2.62 5.14
C -0.75 -2.78 2.45
O -0.31 -1.56 2.41
C -0.93 -3.47 1.20
O -0.66 -2.82 0.11
C -1.39 -4.79 1.23
Cl -1.61 -5.61 -0.29
Se -2.42 0.11 0.30
C -2.41 1.71 -0.69
C -1.25 2.44 -0.99
C -1.36 3.62 -1.70
N -2.50 4.14 -2.15
C -3.60 3.44 -1.88
C -3.61 2.25 -1.17
H -0.29 2.06 -0.66
H -0.46 4.19 -1.92
H -4.53 3.85 -2.25
H -4.55 1.73 -1.00
C 1.37 0.20 -0.27
C 2.44 1.00 -0.80
C 3.30 0.51 -1.81
C 4.32 1.29 -2.32
C 4.53 2.58 -1.85
C 3.69 3.08 -0.86
C 2.67 2.31 -0.34
H 3.13 -0.50 -2.17
H 4.97 0.88 -3.09
H 5.33 3.19 -2.25
H 3.83 4.09 -0.49
H 2.01 2.70 0.43
```

Values from the calculation:
Molecular weight = 678.25 Da
2S+1 = 4
<S²> = 3.84
Kohn-Sham gap (spin up / spin down) = 4.779 / 6.209 eV
E_tot = -5217.05609 a.u.
Total charge = -2
Energy relative to the best compared isomer or geometry (same formula, charge and spin) = 0.000 eV

Atomic partial charges in e from the Löwdin method, atoms 1 to 6:
1. Re 1.162
2. Cl 0.581
3. C -0.735
4. C -0.735
5. Cl 0.579
6. C -0.619

# 9
Computed, not measured: C28H43BrGeI2N3O5Si3Ti as an isolated structure, with wB97M-V/def2-TZVPD.

```
87
C28H43BrGeI2N3O5Si3Ti (wB97M-V/def2-TZVPD)
Ti 0.22 0.51 0.43
O 1.87 0.88 1.55
N 1.80 1.57 2.64
N 0.60 1.94 2.87
O -0.35 1.62 2.05
C 0.30 2.76 4.01
C -1.02 3.09 4.22
C -1.34 3.88 5.31
C -0.34 4.33 6.16
C 0.98 3.99 5.93
C 1.32 3.19 4.84
H -1.78 2.71 3.54
H -2.37 4.14 5.50
H -0.59 4.95 7.02
H 1.76 4.33 6.60
H 2.34 2.91 4.64
C 2.76 -0.14 -5.05
Si 1.35 -0.20 -3.79
C 0.45 -1.81 -4.21
C 0.21 1.26 -4.16
Ge 2.01 -0.13 -1.51
Si 3.33 1.85 -1.36
C 4.25 2.47 -2.90
C 2.20 3.30 -0.89
C 4.68 1.75 -0.03
Si 3.38 -2.01 -1.02
C 4.95 -2.09 -2.08
C 2.41 -3.59 -1.29
C 3.92 -1.95 0.78
H 2.36 -0.23 -6.06
H 3.46 -0.97 -4.88
H 3.32 0.79 -4.99
H -0.02 -1.74 -5.19
H -0.31 -2.07 -3.47
H 1.17 -2.63 -4.24
H -0.46 1.03 -4.99
H 0.79 2.14 -4.43
H -0.40 1.51 -3.29
H 3.55 2.79 -3.67
H 4.89 1.70 -3.32
H 4.87 3.34 -2.63
H 1.42 3.44 -1.65
H 2.76 4.24 -0.82
H 1.70 3.14 0.07
H 5.43 1.01 -0.31
H 4.26 1.47 0.94
H 5.18 2.72 0.07
H 4.69 -2.25 -3.13
H 5.60 -2.91 -1.77
H 5.51 -1.15 -2.01
H 1.95 -3.60 -2.28
H 1.61 -3.66 -0.54
H 3.03 -4.48 -1.18
H 4.67 -1.17 0.95
H 4.34 -2.92 1.08
H 3.06 -1.75 1.42
O -1.63 -3.03 -1.85
H -1.86 -2.98 -0.91
H -0.79 -3.50 -1.84
Br -7.09 0.65 2.60
C -5.55 1.11 1.59
C -4.91 2.30 1.84
C -3.79 2.62 1.09
C -3.30 1.77 0.11
C -3.96 0.56 -0.13
C -5.09 0.23 0.62
C -2.07 2.23 -0.64
O -1.98 3.38 -1.00
O -1.15 1.31 -0.82
H -5.28 2.97 2.61
H -3.27 3.56 1.25
H -2.54 -0.48 -1.15
H -5.58 -0.71 0.43
I -0.47 -1.90 1.37
I 0.41 -6.30 2.03
N -3.54 -0.34 -1.14
C -4.08 -0.23 -2.43
C -3.35 -0.73 -3.51
C -3.86 -0.67 -4.79
C -5.10 -0.11 -5.04
C -5.83 0.39 -3.97
C -5.33 0.34 -2.67
H -2.38 -1.18 -3.32
H -3.27 -1.07 -5.61
H -5.50 -0.05 -6.04
H -6.80 0.84 -4.14
H -5.91 0.74 -1.85
```

Values from the calculation:
Molecular weight = 1040.12 Da
2S+1 = 2
<S²> = 0.76
Kohn-Sham gap (spin up / spin down) = 5.086 / 5.069 eV
E_tot = -8597.77364 a.u.
Total charge = -2
Energy relative to the best compared isomer or geometry (same formula, charge and spin) = 1.424 eV

Atomic partial charges in e from the Löwdin method, atoms 1 to 6:
1. Ti 0.398
2. O -0.307
3. N 0.050
4. N -0.201
5. O -0.198
6. C -0.149

> Number 4 is which compound?

C12H11ClN4O3S